One molecule with the formula C2H5BrSi. Source: OMol25; level of theory: wB97M-V/def2-TZVPD.

The geometry in XYZ format:
```
9
Properties=species:S:1:pos:R:3:mulliken_charge:R:1
H -1.45526 -0.54733 0.56823 0.420
H 1.46783 -1.11341 1.89505 -0.071
Br -2.83300 1.66625 -0.80598 -0.222
C -0.69451 -0.05393 0.11630 -0.231
H 1.32432 -2.09475 -0.22056 -0.064
H -0.25309 1.49594 -1.24383 0.378
C -0.91660 0.90924 -0.67674 -0.463
Si 1.14413 -0.69126 0.42328 0.331
H 2.21617 0.42925 -0.05575 -0.077
```

Calculated values
molecular weight = 137.1 g/mol
net charge = 0
SMILES string = [SiH3]/C=C/Br
Kohn-Sham gap = 0.3845 Ha